Computed, not measured: a single CH5NO2Si molecule, with ωB97M-V with the def2-TZVPD basis set.

```
! RIJCOSX wB97M-V def2-TZVPD def2/J DEFGRID3
* xyz 0 1
C -0.31 0.39 -0.76
Si 0.97 -0.64 0.66
N 2.49 0.16 0.02
O 2.95 -0.36 -1.03
O 2.91 1.19 0.48
H -0.98 -0.36 -0.69
H -0.70 1.22 -0.20
H -0.10 0.75 -1.69
H 1.34 -1.98 0.42
H 0.88 -0.13 1.96
*
```

Calculated values
HOMO level = -0.382 Ha
LUMO level = -0.0635 eV
relative energy (zero: lowest compared OMol25 entry of this formula, charge and spin) = 52.8 kcal/mol
structure (SMILES) = C[SiH2][N+](=O)[O-]
DFT total energy = -14576.6557 eV
orbital gap = 10.322 eV